[1]
# C4H5N2O3

A gas-phase ion, C4H5N2O3 (charge -1) in a non-equilibrium geometry (ωB97M-V/def2-TZVPD, the Open Molecules 2025 dataset).

The geometry in XYZ format:
```
14
Properties=species:S:1:pos:R:3:nbo_charge:R:1
H 2.201 0.858 -1.294 0.504
C -0.225 1.130 -1.373 0.757
O 0.367 1.651 -2.300 -0.760
H -0.727 -1.345 -0.803 0.251
C 0.718 0.206 -0.286 0.214
C -0.047 -1.090 0.085 -0.481
H 0.707 -1.851 0.428 0.202
H -0.818 -1.359 2.187 0.176
H -1.983 -0.603 1.309 0.215
O 1.986 0.093 -0.687 -0.723
N 0.504 1.152 0.897 -0.133
N -0.363 0.732 1.707 -0.164
O -1.436 1.052 -1.208 -0.764
C -0.885 -0.626 1.337 -0.295
```

2S+1 = 1
Maximum force = 4.505 eV/Å
LUMO level = 3.963 eV
Net charge = -1
Electronic energy = -13351.9961 eV
Energy relative to the best compared isomer or geometry (same formula, charge and spin) = 0.496 eV
Frontier orbital gap = 8.14 eV

=====

[2]
# C12H17BrN2

C12H17BrN2 in the gas phase in a non-equilibrium geometry (ωB97M-V/def2-TZVPD, the Open Molecules 2025 dataset).

The geometry in XYZ format:
```
32
Properties=species:S:1:pos:R:3:nbo_charge:R:1
H 4.326 -0.142 0.273 0.208
C -1.606 -2.268 0.154 -0.166
C 2.500 0.797 1.157 -0.245
C -2.622 -0.309 -1.537 -0.408
C 0.763 -1.287 0.271 0.073
C -2.657 -1.339 -0.442 -0.285
Br -4.947 0.532 0.052 0.010
C 1.704 1.338 -0.958 -0.247
H -3.293 -0.450 -2.265 0.222
H -1.745 1.759 0.059 0.227
H 0.941 1.307 -1.772 0.208
H -3.594 -1.894 -0.530 0.225
H -2.049 -3.219 0.169 0.205
H 2.450 -0.627 -1.436 0.245
C -1.012 0.312 1.471 -0.189
H -0.466 1.087 2.086 0.226
H -2.847 1.414 1.452 0.241
H 0.131 -3.189 0.655 0.208
H 2.876 1.356 1.931 0.201
C -0.299 -2.291 0.401 -0.306
H 3.347 0.654 -2.229 0.213
H 4.084 1.451 -0.082 0.188
H -1.308 -0.499 1.973 0.203
H 2.484 -0.185 1.746 0.207
C -3.045 0.164 -0.140 -0.029
C -2.166 1.040 0.746 -0.463
H -1.638 0.069 -1.867 0.220
H 1.817 2.460 -1.004 0.215
C 3.561 0.617 0.017 -0.406
C 2.793 0.405 -1.300 -0.439
N 0.298 -0.089 0.542 -0.252
N 1.217 1.029 0.406 -0.312
```

2S+1 = 1
Maximum force = 6.568 eV/Å
LUMO level = 0.489 eV
Electronic energy = -85735.5731 eV
Frontier orbital gap = 8.54 eV